Record 1
79
Properties=species:S:1:pos:R:3:lowdin_charge:R:1 method="wB97M-V/def2-TZVPD" total_charge=-2 gap_ev="1.5 / 1.5" spin_multiplicity=2 e_tot_ha=-3518.08423
Cu -0.0146 -0.4943 0.6048 0.243
N -1.7161 0.6669 3.7613 0.079
N -2.4611 -0.0415 0.1999 -0.073
C 1.2097 -1.9203 -0.2723 -0.263
C 0.2388 -2.5636 0.5965 -0.278
C 0.4420 -2.0658 1.9320 -0.274
C -0.2993 -2.4865 3.1691 -0.061
H -1.1869 -3.0910 2.9195 0.067
H -0.6365 -1.6105 3.7505 0.054
H 0.3550 -3.1073 3.8102 0.077
C 1.5016 -1.1004 1.9033 -0.255
C 2.0456 -0.3635 3.0938 -0.058
H 2.8208 -0.9602 3.6134 0.072
H 1.2421 -0.1439 3.8156 0.068
H 2.5019 0.5953 2.7976 0.053
C 1.9922 -1.0289 0.5351 -0.277
C 3.1670 -0.2167 0.0680 -0.091
H 3.2445 0.7376 0.6141 0.043
H 3.0898 0.0170 -1.0066 0.056
H 4.1105 -0.7738 0.2250 0.067
C -0.7465 -3.6201 0.1850 -0.060
H -0.3544 -4.6365 0.3828 0.072
H -0.9667 -3.5541 -0.8927 0.056
H -1.7008 -3.5208 0.7299 0.067
C 1.4380 -2.2286 -1.7240 -0.039
H 1.8435 -1.3577 -2.2632 0.068
H 0.5046 -2.5207 -2.2304 0.064
H 2.1591 -3.0618 -1.8396 0.077
C -1.7242 1.6722 4.6467 -0.202
H -1.4985 1.3968 5.6869 0.089
C -2.0045 3.0052 4.3161 -0.145
H -2.0018 3.7844 5.0847 0.079
C -2.2869 3.2977 2.9728 -0.117
H -2.5107 4.3238 2.6602 0.086
C -2.2729 2.2654 2.0343 -0.091
H -2.4687 2.4660 0.9765 0.088
C -1.9779 0.9482 2.4604 -0.317
C -1.8699 -0.1943 1.5337 -0.162
H -2.2046 -1.1307 2.0029 0.102
C -1.4608 -0.3272 -0.6645 -0.112
C -3.6772 0.1731 -0.4404 -0.063
H -4.5982 0.4290 0.0803 0.106
C -3.4152 0.0079 -1.7764 -0.070
H -4.0576 0.0981 -2.6501 0.108
N -2.0475 -0.3092 -1.9048 -0.008
C -1.3922 -0.6372 -3.1392 -0.146
C -1.7562 -1.8268 -3.8072 -0.210
C -1.0733 -2.1537 -4.9911 -0.077
H -1.3361 -3.0827 -5.5109 0.088
C -0.0563 -1.3366 -5.5122 -0.274
C 0.6506 -1.6978 -6.7989 -0.177
H 1.7249 -1.4506 -6.7499 0.059
H 0.2242 -1.1368 -7.6522 0.065
H 0.5513 -2.7725 -7.0249 0.054
C 0.2738 -0.1610 -4.8160 -0.069
H 1.0669 0.4891 -5.2046 0.091
C -0.3775 0.2131 -3.6291 -0.196
C 0.0304 1.4619 -2.8888 -0.110
H -0.8386 1.9791 -2.4496 0.068
H 0.5601 2.1581 -3.5588 0.056
H 0.6990 1.2101 -2.0474 0.011
C -2.8289 -2.7428 -3.2635 -0.114
H -3.8407 -2.3891 -3.5350 0.062
H -2.7928 -2.7967 -2.1631 0.065
H -2.7121 -3.7598 -3.6718 0.059
C 3.8057 3.5007 1.7524 -0.304
N 2.6791 3.0797 0.9471 -0.073
C 1.4241 2.5720 1.4334 -0.680
S 0.3609 1.9653 0.3173 0.547
N 1.0326 2.5538 2.8122 -0.040
C 1.5894 3.2296 3.9672 -0.154
H 4.0568 2.7233 2.5061 0.064
H 3.6178 4.4918 2.2077 0.041
H 4.6964 3.6401 1.1040 0.041
H 2.8478 3.0247 -0.0663 0.085
H 0.2381 1.9634 3.0294 0.066
H 0.7875 3.8240 4.4519 0.065
H 1.9506 2.4768 4.6994 0.070
H 2.3902 3.9327 3.7543 0.041


Record 2
79
Properties=species:S:1:pos:R:3:lowdin_charge:R:1 method="wB97M-V/def2-TZVPD" total_charge=-1 gap_ev="3.3 / 3.3" e_tot_ha=-3113.31169
Lu 0.0478 -0.5629 0.8881 1.436
N -0.3853 -2.3231 2.1670 -0.156
N 0.4847 -2.7828 -0.9298 -0.133
C 1.7705 1.2900 0.2934 -0.310
C 2.6001 0.1691 0.6051 -0.286
C 2.3561 -0.2014 1.9634 -0.315
C 3.0580 -1.2746 2.7227 -0.055
H 3.6527 -1.9061 2.0514 0.070
H 2.3423 -1.9215 3.2485 0.073
H 3.7399 -0.8534 3.4792 0.078
C 1.4109 0.7238 2.5136 -0.333
C 0.9358 0.7605 3.9267 -0.051
H 1.5304 1.4576 4.5400 0.080
H 1.0062 -0.2293 4.3998 0.072
H -0.1145 1.0819 3.9922 0.056
C 1.0543 1.6528 1.4785 -0.338
C 0.2078 2.8686 1.6328 -0.051
H -0.5701 2.7326 2.3960 0.058
H -0.2866 3.1331 0.6872 0.075
H 0.8145 3.7370 1.9370 0.082
C 3.6320 -0.4405 -0.2812 -0.053
H 4.6034 -0.5369 0.2287 0.080
H 3.7923 0.1629 -1.1821 0.059
H 3.3321 -1.4487 -0.6030 0.069
C 1.7218 2.0341 -0.9973 -0.044
H 0.6880 2.1254 -1.3630 0.075
H 2.2930 1.5191 -1.7771 0.058
H 2.1288 3.0533 -0.9012 0.084
C -1.1457 -2.5341 3.2905 -0.222
H -1.0947 -1.7562 4.0532 0.072
C -1.8838 -3.6960 3.4573 -0.135
H -2.5497 -3.7866 4.3046 0.077
C -1.7331 -4.7570 2.5466 -0.180
H -2.3057 -5.6842 2.6546 0.070
C -0.8133 -4.6352 1.5268 -0.086
H -0.5851 -5.4448 0.8158 0.093
C -0.1191 -3.4113 1.3498 -0.369
C 0.8649 -3.2653 0.3052 -0.253
H 1.8624 -3.6851 0.4095 0.069
C 0.2145 -1.4344 -1.2010 -0.131
C 0.3580 -3.5479 -2.1055 -0.029
H 0.4237 -4.6186 -2.1079 0.112
C 0.1442 -2.6817 -3.1019 -0.070
H 0.0333 -2.8373 -4.1555 0.114
N 0.1501 -1.3953 -2.5589 -0.052
C 0.2311 -0.2140 -3.3615 -0.140
C 1.4258 0.0706 -4.0527 -0.202
C 1.4838 1.2146 -4.8621 -0.016
H 2.4214 1.4580 -5.3646 0.112
C 0.3832 2.0580 -5.0281 -0.275
C 0.4453 3.2693 -5.9184 -0.063
H 0.4152 4.1998 -5.3356 0.081
H -0.4051 3.2994 -6.6117 0.078
H 1.3653 3.2723 -6.5102 0.070
C -0.7852 1.7598 -4.3273 -0.012
H -1.6489 2.4233 -4.4078 0.117
C -0.8883 0.6176 -3.5211 -0.196
C -2.1821 0.2867 -2.8544 -0.057
H -2.5819 -0.6927 -3.1569 0.094
H -2.9233 1.0529 -3.1134 0.076
H -2.0788 0.2839 -1.7583 -0.021
C 2.6409 -0.7970 -3.9239 -0.040
H 2.6162 -1.6637 -4.6013 0.085
H 2.7847 -1.1655 -2.8997 0.065
H 3.5271 -0.2047 -4.1891 0.079
C -3.6602 3.2832 2.2959 -0.129
N -3.3608 2.0910 1.5080 -0.113
C -2.8727 0.9158 1.9137 -0.897
S -2.5561 -0.2605 0.6600 0.521
N -2.6537 0.6154 3.2187 -0.101
C -3.3338 1.2356 4.3572 -0.126
H -2.8276 3.5528 2.9601 0.061
H -4.5850 3.1457 2.8698 0.057
H -3.8164 4.0998 1.5841 0.076
H -3.3808 2.1687 0.4876 0.091
H -2.3708 -0.3613 3.3551 0.062
H -4.4003 1.3919 4.1487 0.065
H -3.2456 0.5578 5.2141 0.077
H -2.8506 2.1861 4.6255 0.060